(1)
{"formula": "C19H47O13S4", "method": "the ωB97M-V functional and the def2-TZVPD basis", "species": ["C", "C", "O", "C", "C", "C", "C", "C", "H", "H", "H", "H", "H", "H", "H", "H", "H", "H", "H", "H", "H", "H", "H", "O", "S", "O", "O", "C", "C", "C", "H", "H", "H", "H", "H", "H", "H", "H", "O", "S", "O", "O", "C", "C", "C", "H", "H", "H", "H", "H", "H", "H", "H", "O", "S", "O", "O", "C", "C", "C", "H", "H", "H", "H", "H", "H", "H", "H", "O", "S", "O", "O", "C", "C", "C", "H", "H", "H", "H", "H", "H", "H", "H"], "coordinates": [[6.80, -3.05, 0.94], [5.53, -3.65, 0.35], [4.52, -3.78, 1.31], [3.49, -2.69, 1.24], [2.46, -3.12, 0.17], [2.04, -1.92, -0.73], [1.20, -3.87, 0.70], [1.19, -5.35, 0.31], [7.04, -3.52, 1.90], [7.65, -3.22, 0.26], [6.69, -1.98, 1.09], [5.18, -3.01, -0.47], [5.75, -4.64, -0.07], [2.99, -2.83, 2.22], [2.98, -3.83, -0.48], [2.51, -1.02, -0.34], [2.37, -2.05, -1.77], [0.95, -1.76, -0.74], [1.15, -3.79, 1.79], [0.29, -3.42, 0.30], [1.34, -5.46, -0.77], [2.01, -5.88, 0.81], [0.24, -5.84, 0.58], [-2.23, -3.93, -0.54], [-2.61, -2.56, -0.63], [-2.34, -1.69, 0.48], [-4.16, -2.48, -0.98], [-5.07, -3.20, -0.12], [-5.33, -2.47, 1.18], [-1.99, -1.83, -2.10], [-4.68, -4.21, 0.04], [-5.98, -3.27, -0.72], [-4.44, -2.43, 1.80], [-6.12, -2.99, 1.73], [-5.65, -1.45, 0.98], [-2.22, -2.49, -2.93], [-0.91, -1.74, -1.96], [-2.46, -0.86, -2.20], [7.46, -3.55, 4.72], [6.29, -2.72, 4.84], [6.30, -1.43, 4.25], [6.00, -2.56, 6.42], [7.11, -2.15, 7.24], [7.41, -0.67, 7.12], [4.85, -3.63, 4.44], [7.98, -2.76, 6.99], [6.79, -2.39, 8.25], [7.77, -0.42, 6.12], [8.18, -0.40, 7.84], [6.52, -0.08, 7.31], [4.91, -4.57, 4.98], [4.83, -3.79, 3.35], [3.98, -3.04, 4.74], [-4.09, 0.67, -0.90], [-3.87, 1.68, 0.09], [-4.97, 2.06, 0.92], [-3.26, 2.96, -0.61], [-3.93, 3.46, -1.80], [-5.20, 4.22, -1.49], [-2.48, 1.26, 1.08], [-4.12, 2.61, -2.47], [-3.20, 4.11, -2.27], [-5.97, 3.58, -1.07], [-5.57, 4.66, -2.42], [-5.00, 5.02, -0.78], [-1.65, 0.99, 0.44], [-2.78, 0.41, 1.68], [-2.24, 2.12, 1.71], [-4.09, 6.00, -4.07], [-3.49, 7.25, -4.44], [-4.07, 8.47, -3.97], [-3.37, 7.29, -6.03], [-4.56, 6.97, -6.79], [-5.57, 8.09, -6.80], [-1.78, 7.23, -4.07], [-4.98, 6.04, -6.41], [-4.17, 6.78, -7.79], [-5.99, 8.25, -5.81], [-6.38, 7.83, -7.48], [-5.12, 9.02, -7.13], [-1.35, 6.31, -4.46], [-1.70, 7.27, -2.99], [-1.32, 8.10, -4.52]], "total_charge": -1, "gap_ha": 0.1131, "e_tot_ev": -90420.263}

=====

(2)
{"formula": "C28H57AsB2CrF4GeO4PSe", "method": "the ωB97M-V functional and the def2-TZVPD basis", "species": ["Cr", "C", "C", "C", "C", "C", "C", "C", "C", "O", "B", "O", "C", "C", "H", "H", "H", "H", "H", "H", "H", "H", "H", "H", "H", "H", "F", "B", "F", "F", "F", "C", "As", "C", "C", "H", "H", "H", "H", "H", "H", "H", "H", "H", "O", "C", "O", "H", "C", "Ge", "C", "C", "C", "Se", "C", "H", "H", "H", "H", "H", "H", "H", "H", "H", "H", "H", "H", "H", "H", "C", "C", "C", "P", "C", "C", "C", "C", "C", "C", "H", "H", "H", "H", "H", "H", "H", "H", "H", "H", "H", "H", "H", "H", "H", "H", "H", "H", "H", "H", "H"], "coordinates": [[-0.64, -0.10, -0.48], [5.49, -1.67, 4.91], [6.06, -0.67, 3.90], [6.44, 0.61, 4.65], [7.32, -1.30, 3.27], [5.06, -0.33, 2.80], [5.44, 0.56, 1.78], [4.59, 0.95, 0.76], [3.32, 0.42, 0.77], [2.26, 0.63, -0.08], [1.19, -0.12, 0.41], [1.62, -0.82, 1.55], [2.93, -0.47, 1.76], [3.77, -0.85, 2.79], [6.24, -1.89, 5.67], [5.21, -2.61, 4.42], [4.61, -1.26, 5.42], [7.14, 0.38, 5.46], [5.56, 1.08, 5.09], [6.92, 1.34, 3.99], [8.04, -1.56, 4.05], [7.81, -0.61, 2.58], [7.06, -2.20, 2.72], [6.44, 0.97, 1.78], [4.90, 1.65, -0.01], [3.41, -1.53, 3.55], [-2.00, -1.46, 0.38], [-2.96, -1.73, -0.71], [-2.60, -2.93, -1.27], [-4.23, -1.68, -0.23], [-2.69, -0.64, -1.59], [0.97, -3.39, -0.70], [0.32, -1.95, -1.85], [1.97, -1.44, -2.75], [-0.40, -3.09, -3.28], [1.48, -4.14, -1.29], [0.12, -3.83, -0.19], [1.65, -2.99, 0.05], [2.54, -2.34, -3.00], [2.57, -0.78, -2.14], [1.71, -0.92, -3.67], [0.44, -3.50, -3.84], [-1.03, -2.50, -3.94], [-0.98, -3.89, -2.83], [-0.12, 2.95, -0.78], [0.36, 2.30, -1.70], [0.25, 1.03, -1.87], [0.90, 2.81, -2.51], [-3.85, -2.95, -4.54], [-4.04, -1.10, -5.20], [-4.92, -1.12, -6.98], [-5.19, -0.10, -3.95], [-2.27, -0.31, -5.66], [-1.10, 0.43, -4.27], [-2.29, 1.89, -3.82], [-4.83, -3.43, -4.56], [-3.49, -2.96, -3.52], [-3.17, -3.53, -5.16], [-5.91, -1.58, -6.92], [-4.32, -1.68, -7.70], [-5.03, -0.11, -7.35], [-6.18, -0.54, -3.98], [-5.27, 0.95, -4.23], [-4.81, -0.17, -2.93], [-2.44, 0.48, -6.40], [-1.69, -1.09, -6.15], [-3.18, 1.49, -3.33], [-2.57, 2.41, -4.74], [-1.77, 2.58, -3.16], [-2.30, 4.06, 1.01], [-2.68, 2.58, 1.14], [-3.36, 2.08, -0.14], [-1.31, 1.36, 1.54], [-0.22, 2.28, 2.76], [0.46, 1.37, 3.78], [0.83, 3.16, 2.09], [-2.30, 0.22, 2.67], [-2.95, 0.86, 3.90], [-1.51, -1.04, 3.08], [-3.21, 4.64, 0.88], [-1.65, 4.22, 0.16], [-1.80, 4.43, 1.91], [-3.39, 2.49, 1.96], [-2.65, 2.10, -0.96], [-4.22, 2.71, -0.40], [-3.74, 1.06, -0.02], [-0.93, 2.93, 3.29], [0.97, 0.54, 3.30], [-0.24, 0.96, 4.51], [1.20, 1.95, 4.33], [1.61, 2.55, 1.63], [1.30, 3.80, 2.84], [0.41, 3.78, 1.30], [-3.12, -0.10, 2.01], [-2.23, 1.26, 4.60], [-3.53, 0.09, 4.42], [-3.65, 1.66, 3.64], [-1.11, -0.94, 4.09], [-0.67, -1.24, 2.41], [-2.16, -1.91, 3.06]], "gap_ha": [0.2902, 0.2849], "e_tot_ev": -270795.060, "spin_multiplicity": 4, "de_lowest_ev": 0.113}

=====

(3)
{"formula": "C31H27CeN5O7", "method": "the ωB97M-V functional and the def2-TZVPD basis", "species": ["Ce", "C", "O", "C", "C", "C", "C", "C", "C", "N", "N", "C", "C", "C", "C", "O", "C", "N", "C", "C", "C", "C", "H", "H", "H", "H", "H", "H", "H", "H", "H", "H", "H", "H", "O", "C", "C", "C", "C", "C", "C", "C", "C", "N", "H", "H", "H", "H", "H", "H", "H", "H", "H", "H", "H", "O", "C", "O", "C", "C", "C", "C", "C", "C", "N", "O", "O", "H", "H", "H", "H"], "coordinates": [[-1.14, 1.22, -2.26], [1.01, -6.07, 4.56], [0.66, -5.03, 3.68], [1.61, -4.69, 2.78], [2.79, -5.39, 2.51], [3.73, -4.82, 1.67], [3.50, -3.63, 1.02], [2.30, -2.94, 1.26], [1.36, -3.49, 2.07], [4.64, -3.25, 0.20], [4.69, -2.31, -0.59], [3.67, -1.30, -0.80], [3.73, -0.09, -0.16], [2.79, 0.94, -0.31], [1.80, 0.72, -1.23], [0.81, 1.64, -1.41], [1.74, -0.49, -1.97], [0.65, -0.62, -2.81], [0.46, -1.80, -3.37], [1.35, -2.90, -3.22], [2.43, -2.71, -2.39], [2.64, -1.51, -1.73], [0.17, -6.17, 5.24], [1.91, -5.85, 5.14], [1.09, -7.04, 4.01], [2.96, -6.32, 2.99], [4.71, -5.28, 1.51], [2.14, -2.02, 0.77], [0.42, -2.98, 2.26], [4.53, 0.02, 0.56], [2.80, 1.90, 0.21], [-0.41, -1.90, -4.04], [1.20, -3.84, -3.74], [3.20, -3.47, -2.30], [-0.13, 2.81, -3.74], [-0.62, 4.05, -4.31], [-0.53, 5.13, -3.21], [-1.26, 4.81, -1.86], [-2.73, 4.46, -2.10], [-3.70, 5.44, -2.26], [-4.98, 5.09, -2.65], [-5.26, 3.75, -2.84], [-4.24, 2.81, -2.68], [-3.01, 3.16, -2.33], [0.60, 3.02, -3.11], [-1.58, 3.83, -4.70], [0.02, 4.30, -5.14], [-0.91, 6.04, -3.69], [0.55, 5.30, -3.03], [-1.23, 5.71, -1.26], [-0.81, 4.02, -1.26], [-3.53, 6.49, -2.00], [-5.77, 5.81, -2.74], [-6.23, 3.46, -3.19], [-4.43, 1.74, -2.88], [-1.19, -0.66, -0.48], [-1.63, 0.21, 0.33], [-2.21, 1.25, -0.15], [-1.52, 0.09, 1.84], [-2.54, 0.53, 2.67], [-2.43, 0.44, 4.05], [-1.29, -0.12, 4.55], [-0.21, -0.44, 3.78], [-0.32, -0.33, 2.41], [-1.14, -0.34, 5.97], [-2.19, -0.21, 6.57], [-0.04, -0.57, 6.39], [-3.42, 0.99, 2.24], [-3.23, 0.74, 4.69], [0.67, -0.81, 4.23], [0.52, -0.53, 1.77]], "total_charge": 1, "gap_ha": [0.2549, 0.2555], "e_tot_ev": -67290.675, "spin_multiplicity": 2, "de_lowest_ev": 0.182}